<a>
The following is a DFT calculation (ωB97M-V with the def2-TZVPD basis set) of a gas-phase ion, C4H11N6 (charge +1).

Total charge: +1
LUMO level (spin up / spin down): -3.5 / -3.5 eV

CARTESIAN COORDINATES (ANGSTROEM)
C -0.33 0.50 -1.20
C -0.26 -0.53 0.92
C 1.03 0.76 -3.33
C -2.49 0.03 -0.25
N 1.86 -0.83 1.73
N 0.19 0.49 -2.25
N 1.30 -0.30 0.70
N -1.06 0.09 -0.19
N -0.38 0.18 2.09
N 0.39 -0.31 3.01
H -0.50 -1.72 0.80
H 1.99 1.14 -2.94
H 0.67 1.51 -4.07
H 1.28 -0.25 -3.83
H -2.91 -0.13 0.69
H -2.73 0.92 -0.73
H -2.92 -0.83 -0.75
H 2.63 -0.36 2.19
H 1.47 0.72 0.36
H 0.36 -1.39 3.14
H 0.43 0.29 3.89


<b>
The following is a DFT calculation (ωB97M-V with the def2-TZVPD basis set) of a molecular structure, C4H11N6.

Total charge: +1
LUMO level (spin up / spin down): -6.5 / -6.5 eV

CARTESIAN COORDINATES (ANGSTROEM)
C 0.22 0.72 -0.19
C -0.07 -1.23 0.23
C -0.77 2.80 -0.60
C 1.66 -0.47 -1.79
N 0.52 -3.22 1.33
N 0.19 1.83 -0.77
N 0.65 -1.97 1.27
N 0.97 -0.37 -0.47
N -0.67 -0.04 0.65
N -1.83 0.40 1.19
H -0.75 -1.86 -0.51
H -0.29 3.75 -0.40
H -1.33 2.68 0.42
H -1.38 2.72 -1.47
H 2.21 -1.43 -1.73
H 0.89 -0.44 -2.63
H 2.49 0.35 -1.75
H 0.94 -3.71 2.16
H -1.82 0.79 2.15
H 0.90 -1.28 2.01
H -2.74 -0.03 0.89


Which is most stable? The ranking, best first, is <b>, <a>.


<a>
The following is a DFT calculation (ωB97M-V with the def2-TZVPD basis set) of 3 unconnected molecules or ions with the total composition C4H10NO2S.

Total charge: -1
LUMO level: -0.1 eV

CARTESIAN COORDINATES (ANGSTROEM)
C 0.09 0.63 0.98
C -0.49 0.40 2.18
S -2.46 -2.18 0.20
C 1.48 0.20 0.62
N 1.31 -0.75 -0.65
C 0.05 -0.72 -1.48
O 2.11 -0.27 1.67
H 2.05 1.03 0.20
H -0.42 1.43 0.30
H 0.15 -0.09 2.91
H -1.58 0.47 2.44
H 2.16 -0.74 -1.17
H 0.03 -1.59 -2.13
H -0.24 0.31 -1.98
H -0.87 -0.82 -0.96
H -1.77 -1.34 1.01
H -1.21 2.23 -2.23
O -0.38 1.79 -1.93


<b>
The following is a DFT calculation (ωB97M-V with the def2-TZVPD basis set) of 2 unconnected molecules or ions with the total composition C4H10NO2S.

Total charge: -1
LUMO level: 3.5 eV

CARTESIAN COORDINATES (ANGSTROEM)
O 0.95 0.28 -2.58
C 0.22 0.72 -1.71
N -0.78 -0.10 -1.18
C -1.10 -0.14 0.21
C -1.10 -1.49 0.97
S 0.22 -2.64 0.28
C 0.46 2.03 -1.06
H -0.73 -1.00 -1.65
H -0.48 0.56 0.80
H -2.12 0.30 0.40
H -0.85 -1.18 1.99
H -1.97 -2.15 1.02
H 1.35 1.81 -0.42
H -0.24 2.28 -0.26
H 0.71 2.95 -1.59
H 1.63 -0.18 1.10
H 1.79 -1.50 1.82
O 2.04 -0.56 1.87


Which is most stable? The ranking, best first, is <b>, <a>.


<a>
The following is a DFT calculation (ωB97M-V with the def2-TZVPD basis set) of 2 unconnected molecules or ions with the total composition C3H12NO2.

LUMO level (spin up / spin down): 0.6 / 0.4 eV
2S+1: 2

CARTESIAN COORDINATES (ANGSTROEM)
C -0.30 -0.31 -0.18
C 1.04 0.37 -0.44
C 1.91 0.16 0.78
O 3.28 0.36 0.49
N -1.39 0.37 -0.97
H -0.57 -0.18 0.86
H -0.37 -1.36 -0.46
H 1.56 -0.11 -1.27
H 0.82 1.43 -0.40
H 1.62 0.84 1.59
H 1.78 -0.84 1.14
H 3.39 0.63 -0.43
H -1.31 1.41 -0.85
H -2.32 0.14 -0.57
H -1.41 0.03 -1.98
H -4.40 -1.13 0.92
H -3.02 -1.65 0.49
O -3.60 -0.88 0.43


<b>
The following is a DFT calculation (ωB97M-V with the def2-TZVPD basis set) of 3 unconnected molecules or ions with the total composition C3H12NO2.

LUMO level (spin up / spin down): 0.1 / 0.1 eV
2S+1: 2

CARTESIAN COORDINATES (ANGSTROEM)
C 0.43 -1.25 -2.79
C 0.79 -0.54 -1.50
C 1.87 0.27 -1.26
N -0.08 -0.93 -0.31
H 0.63 -2.35 -2.67
H -0.60 -1.18 -3.02
H 1.00 -0.87 -3.60
H 2.42 0.34 -0.18
H 2.40 0.34 -2.24
H -0.42 -1.95 -0.27
H -0.81 -0.23 -0.08
H 0.44 -0.78 0.50
H -1.02 1.39 2.01
H -2.13 0.16 1.71
O -1.23 0.48 1.56
H -1.41 1.83 4.56
H -1.29 3.13 3.85
O -0.98 2.15 3.73


Which is most stable? The ranking, best first, is <a>, <b>.


<a>
The following is a DFT calculation (ωB97M-V with the def2-TZVPD basis set) of a molecular structure, C22H23Cl3GeN6O2PtS.

Total charge: +1
LUMO level (spin up / spin down): -3.4 / -3.4 eV
2S+1: 2

CARTESIAN COORDINATES (ANGSTROEM)
Pt 0.33 0.12 0.43
C -2.01 3.63 3.51
C -0.66 3.02 3.49
N 0.30 3.25 4.32
N 1.34 2.47 3.89
C 1.06 1.76 2.81
S 1.99 0.67 1.91
N -0.23 2.11 2.54
N -0.93 1.57 1.45
H -2.05 4.34 4.32
H -2.77 2.87 3.67
H -2.22 4.14 2.57
H 2.22 2.49 4.39
H -1.19 2.32 0.82
H -1.77 1.08 1.77
C -2.20 -3.80 1.36
C -1.78 -2.39 1.08
N -1.51 -1.50 1.95
O -1.60 -1.80 3.27
C -1.69 -1.94 -0.34
C -2.23 -2.84 -1.40
N -1.15 -0.80 -0.62
O -1.18 -0.50 -1.99
H -2.62 -3.90 2.36
H -1.37 -4.50 1.26
H -2.98 -4.11 0.67
H -1.61 -2.76 3.41
H -3.30 -3.00 -1.26
H -1.73 -3.81 -1.30
H -2.05 -2.46 -2.39
Cl -1.48 1.27 -4.43
Ge -1.18 1.24 -2.36
Cl -2.79 2.06 -1.22
Cl 0.53 2.36 -1.81
C 1.52 -1.18 -0.44
C 2.19 -1.98 -1.07
C 2.96 -2.89 -1.80
C 4.22 -3.36 -1.19
C 5.00 -2.46 -0.46
C 6.19 -2.87 0.13
C 6.60 -4.19 0.02
C 5.82 -5.10 -0.68
C 4.64 -4.69 -1.28
C 2.47 -3.34 -3.09
C 1.16 -3.03 -3.49
C 0.68 -3.43 -4.73
C 1.48 -4.14 -5.60
C 2.79 -4.44 -5.23
C 3.28 -4.05 -4.00
H 4.68 -1.43 -0.37
H 6.79 -2.15 0.68
H 7.53 -4.51 0.48
H 6.13 -6.13 -0.76
H 4.02 -5.41 -1.79
H 0.54 -2.45 -2.82
H -0.34 -3.17 -5.01
H 1.10 -4.45 -6.57
H 3.43 -4.98 -5.91
H 4.31 -4.25 -3.75


<b>
The following is a DFT calculation (ωB97M-V with the def2-TZVPD basis set) of a molecular structure, C22H23Cl3GeN6O2PtS.

Total charge: +1
LUMO level (spin up / spin down): -4.8 / -4.7 eV
2S+1: 2

CARTESIAN COORDINATES (ANGSTROEM)
Pt -0.29 1.40 0.77
C -3.39 5.55 -0.99
C -3.64 4.10 -0.84
N -4.76 3.48 -1.05
N -4.49 2.17 -0.75
C -3.24 1.96 -0.35
S -2.53 0.51 0.15
N -2.68 3.20 -0.42
N -1.36 3.45 -0.07
H -4.32 6.03 -1.30
H -2.63 5.74 -1.75
H -3.07 5.98 -0.05
H -5.22 1.48 -0.82
H -1.34 4.07 0.74
H -0.85 3.84 -0.85
C 3.07 3.85 -0.66
C 2.01 2.83 -0.38
N 1.34 2.83 0.73
O 1.59 3.89 1.59
C 1.65 1.82 -1.36
C 2.45 1.52 -2.58
N 0.53 1.16 -1.14
O 0.08 0.34 -1.95
H 2.82 4.80 -0.20
H 3.20 3.98 -1.73
H 4.02 3.52 -0.23
H 1.36 3.55 2.48
H 3.49 1.81 -2.45
H 2.06 2.03 -3.47
H 2.39 0.45 -2.78
Cl -2.42 0.58 4.12
Ge -1.18 1.90 2.99
Cl 0.47 2.45 4.31
Cl -2.34 3.76 2.92
C 0.42 -0.42 1.17
C 0.51 -1.61 0.90
C 0.63 -2.95 0.59
C -0.07 -3.93 1.40
C -1.17 -3.53 2.17
C -1.84 -4.45 2.95
C -1.40 -5.77 3.00
C -0.29 -6.17 2.27
C 0.37 -5.26 1.47
C 1.42 -3.31 -0.57
C 1.06 -4.40 -1.38
C 1.77 -4.68 -2.53
C 2.87 -3.89 -2.87
C 3.23 -2.81 -2.08
C 2.51 -2.51 -0.95
H -1.50 -2.50 2.13
H -2.70 -4.15 3.53
H -1.91 -6.49 3.62
H 0.07 -7.19 2.33
H 1.26 -5.56 0.93
H 0.19 -4.99 -1.13
H 1.48 -5.50 -3.16
H 3.43 -4.12 -3.77
H 4.09 -2.20 -2.35
H 2.78 -1.67 -0.32


Which is most stable? The ranking, best first, is <a>, <b>.


<a>
The following is a DFT calculation (ωB97M-V with the def2-TZVPD basis set) of C6H12NPS in the gas phase.

SMILES: C=P(C)(C)/N=C1/CCS1
LUMO level: 0.7 eV

CARTESIAN COORDINATES (ANGSTROEM)
C 2.02 1.22 1.08
P 1.20 -0.16 0.58
C 1.20 -1.48 1.82
C 2.05 -0.87 -0.88
N -0.43 -0.26 0.03
C -1.45 0.00 -0.62
C -2.75 0.59 -0.17
C -3.45 0.55 -1.52
S -2.06 -0.29 -2.39
H 1.64 1.68 1.98
H 2.18 1.93 0.27
H 1.56 -1.08 2.77
H 0.20 -1.91 1.94
H 1.89 -2.26 1.48
H 1.92 -0.18 -1.72
H 3.11 -1.00 -0.68
H 1.59 -1.81 -1.14
H -3.23 -0.03 0.59
H -2.62 1.59 0.26
H -3.62 1.54 -1.95
H -4.36 -0.03 -1.56


<b>
The following is a DFT calculation (ωB97M-V with the def2-TZVPD basis set) of C6H12NPS in the gas phase.

SMILES: CN(C)[P@]1(=S)C=CCC1
LUMO level: 0.8 eV

CARTESIAN COORDINATES (ANGSTROEM)
C 0.63 -2.50 0.65
N 0.90 -1.22 0.06
C 1.55 -1.30 -1.22
P -0.85 -0.15 0.07
S -2.48 -1.21 0.06
C -0.64 1.06 -1.25
C -0.66 2.29 -0.76
C -0.76 2.46 0.73
C -0.64 1.09 1.41
H -0.01 -2.36 1.52
H 0.14 -3.21 -0.03
H 1.58 -2.94 0.98
H 1.68 -0.30 -1.63
H 2.54 -1.73 -1.06
H 1.02 -1.93 -1.95
H -0.61 0.79 -2.29
H -0.61 3.18 -1.38
H 0.03 3.14 1.08
H -1.72 2.94 0.96
H 0.33 0.95 1.87
H -1.42 0.94 2.16


Which is most stable? The ranking, best first, is <b>, <a>.


<a>
The following is a DFT calculation (ωB97M-V with the def2-TZVPD basis set) of 7 unconnected molecules or ions with the total composition C21H56O7.

SMILES: CC(C)O.CC(C)O.CC(C)O.CC(C)O.CC(C)O.CC(C)O.CC(C)O
LUMO level: 0.5 eV

CARTESIAN COORDINATES (ANGSTROEM)
C -3.64 3.54 -0.09
C -4.98 4.07 0.38
C -5.08 4.09 1.89
O -5.26 5.36 -0.19
H -3.54 2.54 0.34
H -2.83 4.17 0.28
H -3.60 3.46 -1.17
H -5.76 3.44 -0.05
H -6.08 4.39 2.21
H -4.37 4.79 2.35
H -5.02 3.08 2.30
H -4.56 5.97 0.07
C -4.22 0.06 2.35
C -5.58 -0.50 2.66
C -6.35 -0.93 1.44
O -5.38 -1.69 3.47
H -3.53 -0.70 1.96
H -3.72 0.46 3.24
H -4.24 0.84 1.58
H -6.14 0.23 3.25
H -5.89 -1.81 0.99
H -6.44 -0.14 0.68
H -7.38 -1.17 1.71
H -5.80 -1.57 4.32
C 2.21 -4.91 1.02
C 1.88 -4.37 -0.37
C 2.36 -5.32 -1.45
O 0.47 -4.25 -0.49
H 3.29 -4.86 1.21
H 1.86 -5.93 1.18
H 1.71 -4.30 1.78
H 2.37 -3.40 -0.47
H 2.26 -4.86 -2.43
H 1.76 -6.23 -1.41
H 3.41 -5.59 -1.32
H 0.26 -3.31 -0.48
C 1.51 -0.68 2.92
C 0.34 -1.36 3.56
C -0.22 -0.50 4.69
O -0.67 -1.44 2.52
H 1.88 -1.25 2.06
H 2.29 -0.44 3.64
H 1.23 0.31 2.54
H 0.65 -2.35 3.89
H -0.19 0.56 4.45
H 0.41 -0.66 5.57
H -1.23 -0.80 4.97
H -1.48 -1.81 2.88
C 0.84 0.04 -1.92
C 0.25 -0.04 -0.55
C -1.14 0.57 -0.42
O 0.15 -1.43 -0.18
H 0.22 -0.41 -2.70
H 1.79 -0.49 -1.96
H 1.03 1.08 -2.19
H 0.90 0.48 0.16
H -1.12 1.66 -0.52
H -1.59 0.34 0.54
H -1.80 0.22 -1.22
H 0.00 -1.43 0.78
C 4.00 1.12 1.07
C 4.88 1.68 -0.01
C 4.26 2.94 -0.60
O 6.14 2.02 0.58
H 4.00 1.71 1.99
H 4.26 0.11 1.40
H 2.96 1.02 0.75
H 5.03 0.92 -0.78
H 3.23 2.75 -0.91
H 4.81 3.31 -1.47
H 4.24 3.72 0.16
H 6.86 1.72 0.02
C 1.95 -0.56 -5.97
C 3.13 0.38 -6.18
C 3.61 1.01 -4.89
O 4.22 -0.33 -6.81
H 2.29 -1.57 -5.75
H 1.38 -0.64 -6.91
H 1.27 -0.18 -5.21
H 2.88 1.15 -6.90
H 3.71 0.28 -4.08
H 3.00 1.84 -4.53
H 4.58 1.48 -5.07
H 4.78 -0.69 -6.12


<b>
The following is a DFT calculation (ωB97M-V with the def2-TZVPD basis set) of 7 unconnected molecules or ions with the total composition C21H56O7.

SMILES: CC(C)O.CC(C)O.CC(C)O.CC(C)O.CC(C)O.CC(C)O.CC(C)O
LUMO level: 0.3 eV

CARTESIAN COORDINATES (ANGSTROEM)
C -5.90 -23.13 -8.90
C -4.99 -21.94 -8.67
C -5.43 -20.78 -9.54
O -5.11 -21.54 -7.27
H -6.93 -22.86 -8.71
H -5.59 -23.98 -8.28
H -5.79 -23.49 -9.93
H -3.94 -22.20 -8.72
H -4.86 -19.88 -9.31
H -6.50 -20.58 -9.62
H -5.17 -21.06 -10.57
H -6.05 -21.55 -7.05
C -2.17 -20.52 -15.32
C -0.76 -19.94 -15.21
C 0.32 -21.02 -15.30
O -0.56 -19.00 -16.30
H -2.32 -20.97 -16.29
H -2.91 -19.74 -15.17
H -2.23 -21.23 -14.49
H -0.62 -19.29 -14.35
H 0.08 -21.73 -16.09
H 0.52 -21.54 -14.36
H 1.30 -20.64 -15.62
H -0.55 -19.52 -17.12
C -5.69 -21.01 -13.66
C -5.99 -22.48 -13.33
C -7.46 -22.73 -13.62
O -5.10 -23.25 -14.08
H -6.26 -20.28 -13.10
H -5.76 -20.81 -14.73
H -4.67 -20.80 -13.34
H -5.94 -22.62 -12.24
H -7.69 -23.77 -13.33
H -7.63 -22.74 -14.70
H -8.16 -22.20 -12.97
H -5.25 -24.20 -13.96
C -9.89 -26.69 -9.82
C -8.44 -26.50 -9.45
C -7.55 -26.75 -10.68
O -8.26 -25.18 -8.96
H -10.51 -26.69 -8.92
H -10.07 -27.61 -10.36
H -10.23 -25.86 -10.45
H -8.14 -27.26 -8.73
H -7.67 -27.76 -11.06
H -6.50 -26.59 -10.41
H -7.85 -26.10 -11.51
H -7.65 -25.19 -8.22
C -12.55 -20.11 -10.82
C -11.52 -19.93 -11.94
C -11.52 -21.15 -12.86
O -11.90 -18.77 -12.68
H -13.55 -20.18 -11.24
H -12.59 -19.19 -10.23
H -12.27 -20.88 -10.10
H -10.50 -19.84 -11.58
H -10.50 -21.40 -13.16
H -12.09 -20.99 -13.77
H -11.78 -22.11 -12.40
H -12.81 -18.89 -12.97
C -1.55 -24.44 -17.72
C -2.81 -24.06 -18.52
C -3.64 -23.06 -17.72
O -2.40 -23.45 -19.75
H -1.12 -23.51 -17.33
H -0.75 -24.95 -18.25
H -1.90 -25.06 -16.90
H -3.43 -24.94 -18.72
H -4.67 -23.08 -18.06
H -3.20 -22.08 -17.85
H -3.70 -23.27 -16.65
H -2.80 -23.95 -20.46
C -9.90 -23.30 -17.34
C -9.72 -23.72 -18.80
C -10.55 -25.01 -19.09
O -9.95 -22.65 -19.69
H -9.14 -22.67 -16.88
H -9.93 -24.23 -16.77
H -10.88 -22.85 -17.18
H -8.70 -24.05 -18.95
H -9.91 -25.87 -18.97
H -10.98 -24.96 -20.09
H -11.38 -25.15 -18.38
H -10.91 -22.50 -19.71


Which is most stable? The ranking, best first, is <a>, <b>.